(1)
# C5H9NOS

One molecule with the formula C5H9NOS in a non-equilibrium geometry (wB97M-V/def2-TZVPD, OMol25).

Output
F_max   1.95 eV Å⁻¹
Orbital gap (spin up / spin down)   0.3177 / 0.2958 Ha
Relative energy (zero: lowest compared OMol25 entry of this formula, charge and spin)   94.89 kcal/mol

Structure (ORCA input):
```
! wB97M-V def2-TZVPD RIJCOSX def2/J DEFGRID3
* xyz 0 1
C 0.092 0.636 -2.089
C -0.324 1.814 -1.658
C 1.065 -0.184 -1.277
C -0.305 -0.084 2.195
C -0.155 -0.583 0.754
N 0.979 0.027 0.131
O 1.407 3.315 -0.446
S 0.268 2.475 -0.089
H -0.201 0.242 -3.054
H -0.974 2.462 -2.222
H 0.931 -1.249 -1.520
H 2.079 0.101 -1.590
H -0.319 -0.914 2.899
H 0.547 0.553 2.420
H -1.214 0.497 2.322
H 0.044 -1.667 0.757
H -1.091 -0.447 0.184
*
```

=====

(2)
# C5H9NOS

One molecule with the formula C5H9NOS in a non-equilibrium geometry (wB97M-V/def2-TZVPD, OMol25).

Output
SMILES   N[C@@H]1CS[C@H]2[C@@H](O)[C@@H]21
F_max   1.38 eV Å⁻¹
Orbital gap   0.3394 Ha
Relative energy (zero: lowest compared OMol25 entry of this formula, charge and spin)   84.81 kcal/mol

Structure (ORCA input):
```
! wB97M-V def2-TZVPD RIJCOSX def2/J DEFGRID3
* xyz 0 1
N -1.356 -1.196 -0.724
C -0.869 -0.528 0.462
C -1.409 0.988 0.455
S -0.165 2.168 -0.333
C 0.731 0.705 -0.778
C 1.872 -0.230 -0.371
O 3.061 0.152 0.137
C 0.602 -0.215 0.441
H -2.356 -1.227 -0.805
H -1.032 -2.159 -0.637
H -1.222 -1.094 1.362
H -1.586 1.238 1.495
H -2.338 0.950 -0.102
H 0.233 0.288 -1.654
H 2.035 -0.986 -1.110
H 2.958 0.880 0.751
H 0.843 0.265 1.412
*
```

=====

(3)
# C5H9NOS

One molecule with the formula C5H9NOS in a non-equilibrium geometry (wB97M-V/def2-TZVPD, OMol25).

Output
SMILES   CON(C=S)C1CC1
F_max   5.30 eV Å⁻¹
Orbital gap   0.3231 Ha
Relative energy (zero: lowest compared OMol25 entry of this formula, charge and spin)   119.22 kcal/mol

Structure (ORCA input):
```
! wB97M-V def2-TZVPD RIJCOSX def2/J DEFGRID3
* xyz 0 1
C 1.286 2.041 -0.318
O 0.887 1.087 0.863
N 0.469 -0.031 0.207
C 1.452 -0.884 -0.160
S 3.030 -1.125 0.318
C -0.846 -0.177 -0.276
C -1.473 -1.436 -0.171
C -1.770 -0.329 0.869
H 1.402 3.084 0.143
H 0.522 1.986 -1.111
H 2.257 1.439 -0.487
H 1.050 -1.766 -0.765
H -1.001 0.479 -1.121
H -2.397 -1.850 -0.768
H -0.919 -2.358 0.096
H -2.701 0.264 0.887
H -1.247 -0.424 1.792
*
```

=====

(4)
# C5H9NOS

One molecule with the formula C5H9NOS in a non-equilibrium geometry (wB97M-V/def2-TZVPD, OMol25).

Output
F_max   7.29 eV Å⁻¹
Orbital gap (spin up / spin down)   0.2205 / 0.2158 Ha
Relative energy (zero: lowest compared OMol25 entry of this formula, charge and spin)   42.42 kcal/mol

Structure (ORCA input):
```
! wB97M-V def2-TZVPD RIJCOSX def2/J DEFGRID3
* xyz 0 3
C 0.250 -0.210 -1.504
C -0.189 -2.224 -3.050
C 1.143 0.838 1.551
C -0.071 1.491 2.117
C -0.226 0.567 0.992
N -0.428 -0.971 -2.560
O 0.079 -3.177 -2.339
S -0.653 1.240 -0.523
H 1.066 0.396 -1.853
H 0.614 -0.871 -0.662
H -0.644 -2.332 -4.085
H 1.862 1.335 0.954
H 1.493 -0.080 1.996
H -0.322 1.337 3.217
H -0.019 2.547 1.808
H -0.706 -0.329 1.269
H -0.781 -0.322 -3.313
*
```

=====

no.,calculated total energy (eV)
1,-19700.18872
2,-19700.62545
3,-19699.13372
4,-19696.92669